Here is a single C5H8N2S molecule from the OMol25 dataset. Energies are from the ωB97M-V functional and the def2-TZVPD basis.

```
16
C5H8N2S, DFT the ωB97M-V functional and the def2-TZVPD basis
C -0.666 -0.280 0.155
C -0.460 1.155 0.724
C 0.856 1.249 -0.090
C 0.478 -0.050 -0.864
C -0.034 -1.395 0.953
H -2.719 0.384 -0.803
H -1.241 1.841 0.387
H -0.382 1.223 1.798
H 0.978 2.145 -0.692
H 1.739 1.081 0.515
H 0.188 0.092 -1.895
H 1.582 -1.754 -1.480
H -0.429 -1.848 1.842
N 1.419 -1.141 -0.664
N 1.024 -1.899 0.434
S -2.334 -0.802 -0.322
```

Computed properties:
HOMO-LUMO gap in eV: 9.5
Calculated total energy in eV: -19128.4261
Strongest force on any atom in eV/Å: 1.3
Lowest unoccupied orbital energy in eV: 0.78
HOMO energy in eV: -8.722
SMILES string: S[C@@]12C=NN[C@@H]1CC2

Atomic partial charges in e from the Löwdin method, atoms 1 to 8: C -0.735; C -0.139; C -0.100; C -0.284; C -0.177; H -0.143; H 0.097; H 0.102

Here is 10 unconnected molecules or ions with the total composition C26H39N9SSi from the OMol25 dataset. Energies are from the ωB97M-V functional and the def2-TZVPD basis.

```
76
C26H39N9SSi, DFT the ωB97M-V functional and the def2-TZVPD basis
C -0.560 2.375 0.988
C -0.855 1.892 -0.457
C -0.008 0.989 -1.123
C -0.405 0.592 -2.440
C -1.572 1.119 -3.019
C -2.432 2.034 -2.342
C -3.710 2.519 -3.054
Si -4.197 4.299 -2.578
S -2.563 5.590 -3.119
C -2.056 2.403 -1.034
H 0.231 1.785 1.477
H -0.327 3.461 0.968
H -1.522 2.276 1.534
H 0.901 0.583 -0.658
H 0.217 -0.120 -3.003
H -1.808 0.781 -4.039
H -3.535 2.510 -4.150
H -4.535 1.810 -2.822
H -5.505 4.712 -3.103
H -4.315 4.351 -1.109
H -2.187 6.126 -1.922
H -2.675 3.098 -0.444
C 1.871 -2.761 -0.550
C 2.463 -1.670 0.239
N 2.924 -0.817 0.853
H 1.307 -3.419 0.109
H 1.197 -2.352 -1.300
H 2.654 -3.325 -1.047
C -4.157 -1.399 -6.047
C -3.024 -1.779 -5.187
N -2.143 -2.075 -4.516
H -4.664 -2.293 -6.407
H -4.863 -0.792 -5.481
H -3.798 -0.826 -6.900
C 3.192 -5.712 -3.668
C 2.014 -5.005 -3.141
N 1.097 -4.454 -2.727
H 3.824 -5.017 -4.218
H 3.764 -6.140 -2.846
H 2.875 -6.511 -4.336
C 4.316 -0.905 3.745
C 4.144 -0.680 5.192
N 4.011 -0.505 6.317
H 4.996 -0.162 3.333
H 4.726 -1.898 3.572
H 3.357 -0.825 3.239
C 6.710 -4.096 2.557
C 5.849 -3.878 1.381
N 5.182 -3.710 0.464
H 6.461 -5.044 3.028
H 7.755 -4.115 2.252
H 6.565 -3.293 3.277
C -3.953 7.052 1.563
C -4.339 5.632 1.480
N -4.638 4.527 1.415
H -3.074 7.158 2.197
H -3.724 7.432 0.569
H -4.766 7.630 1.983
C -6.243 10.828 3.553
C -5.606 10.209 2.378
N -5.110 9.728 1.463
H -7.303 10.981 3.360
H -6.128 10.178 4.420
H -5.775 11.788 3.763
C 6.930 -8.802 2.581
C 7.537 -7.712 3.364
N 8.009 -6.863 3.973
H 6.374 -9.465 3.241
H 6.252 -8.388 1.836
H 7.709 -9.372 2.077
C -1.976 -3.568 1.324
C -0.666 -4.022 1.817
N 0.351 -4.384 2.213
H -1.880 -2.580 0.873
H -2.351 -4.265 0.577
H -2.683 -3.515 2.151
```

Computed properties:
HOMO-LUMO gap in eV: 8.8
Calculated total energy in eV: -59715.8499
Strongest force on any atom in eV/Å: 1.7
Lowest unoccupied orbital energy in eV: 0.46
HOMO energy in eV: -8.305
SMILES string: Cc1cccc(C[SiH2]S)c1.CC#N.CC#N.CC#N.CC#N.CC#N.CC#N.CC#N.CC#N.CC#N

Atomic partial charges in e from the Löwdin method, atoms 1 to 8: C -0.055; C -0.255; C -0.045; C -0.078; C -0.071; C -0.288; C -0.320; Si 0.329

Here is a molecular structure, C27H31BGdI2N5S3 from the OMol25 dataset. Energies are from the ωB97M-V functional and the def2-TZVPD basis.

```
70
C27H31BGdI2N5S3, DFT the ωB97M-V functional and the def2-TZVPD basis
Gd 0.000 0.000 0.000
C -1.015 -0.363 3.203
C 0.515 -0.338 3.110
S 1.364 0.872 2.030
C 0.433 2.408 2.362
C -0.002 3.200 1.116
S -0.861 2.346 -0.263
C -2.543 2.094 0.400
C -2.713 1.252 1.665
S -1.905 -0.388 1.610
H -1.302 -1.282 3.728
H -1.375 0.450 3.841
H 0.922 -0.205 4.119
H 0.859 -1.325 2.778
H -0.416 2.227 3.017
H 1.104 3.050 2.945
H -0.624 4.047 1.428
H 0.896 3.641 0.668
H -2.989 3.082 0.563
H -3.121 1.632 -0.408
H -2.399 1.828 2.536
H -3.783 1.066 1.811
I -0.460 0.497 -2.833
C 1.291 1.632 -3.047
C 1.576 2.155 -4.312
C 2.726 2.915 -4.504
C 3.592 3.154 -3.437
C 3.321 2.636 -2.160
C 4.190 2.872 -1.081
C 3.915 2.355 0.186
C 2.769 1.595 0.390
C 1.903 1.355 -0.674
C 2.154 1.862 -1.958
H 0.911 1.978 -5.154
H 2.950 3.323 -5.487
H 4.486 3.750 -3.609
H 5.092 3.465 -1.221
H 4.596 2.546 1.012
H 2.542 1.186 1.369
B 2.025 -3.099 1.618
N 0.480 -3.022 1.578
C -0.342 -3.967 2.072
C -1.642 -3.565 1.863
C -1.542 -2.346 1.226
N -0.241 -2.037 1.064
N 2.718 -1.874 0.978
C 4.052 -1.712 0.893
C 4.306 -0.513 0.266
C 3.064 0.017 -0.011
N 2.114 -0.829 0.432
H 2.373 -4.080 1.038
H 2.373 -3.183 2.755
H -0.022 -4.884 2.552
H -2.545 -4.092 2.138
H -2.364 -1.724 0.901
H 4.790 -2.414 1.260
H 5.271 -0.080 0.040
H 2.864 0.959 -0.503
I -0.087 -3.090 -1.839
C -1.931 -2.156 -1.538
C -3.079 -2.750 -2.046
C -4.299 -2.112 -1.834
C -4.328 -0.914 -1.130
C -3.130 -0.399 -0.662
N -1.932 -0.993 -0.850
H -3.040 -3.685 -2.593
H -5.218 -2.546 -2.217
H -5.262 -0.392 -0.949
H -3.101 0.534 -0.106
H 0.813 -1.377 -1.328
```

Computed properties:
Expectation value of S²: 16.51
HOMO-LUMO gap (spin up / spin down) in eV: 4.1 / 4.7
Calculated total energy in eV: -106142.5800
Strongest force on any atom in eV/Å: 12.1
Lowest unoccupied orbital energy (spin up / spin down) in eV: -0.22 / -0.24
HOMO energy (spin up / spin down) in eV: -4.297 / -4.949
Multiplicity: 8

Atomic partial charges in e from the Löwdin method, atoms 1 to 8: Gd 0.616; C -0.349; C -0.393; S 1.016; C -0.361; C -0.422; S 0.812; C -0.491

Here is 6 unconnected molecules or ions with the total composition C32H69NO15PS2 from the OMol25 dataset. Energies are from the ωB97M-V functional and the def2-TZVPD basis.

```
120
C32H69NO15PS2, DFT the ωB97M-V functional and the def2-TZVPD basis
C -2.744 2.225 2.822
P -2.327 1.166 1.308
C -4.004 0.722 0.538
N -1.267 2.019 0.158
C 0.069 2.438 0.575
C 1.073 3.156 -0.400
C 0.654 3.450 -1.895
C 1.675 4.139 -2.930
O 1.523 4.161 -4.170
O 2.843 4.706 -2.356
C 3.083 6.063 -2.818
C 2.202 7.181 -2.045
C 0.709 7.350 -2.624
C -0.374 6.888 -1.527
S -1.561 8.213 -1.003
O -1.210 9.590 -1.487
O -2.992 7.917 -1.422
O -1.604 8.271 0.701
C -0.796 2.992 -2.281
S -1.511 3.246 -3.958
C -1.707 2.282 -1.209
H -3.782 1.870 3.198
H -2.014 1.992 3.674
H -2.857 3.344 2.599
H -3.767 0.285 -0.510
H -4.631 0.004 1.161
H -4.555 1.719 0.315
H 0.481 2.248 1.635
H 2.133 3.456 -0.071
H 4.183 6.304 -2.547
H 3.002 6.215 -3.946
H 2.231 7.037 -0.910
H 2.750 8.183 -2.245
H 0.578 8.458 -2.916
H 0.524 6.752 -3.587
H -1.012 6.056 -2.013
H 0.096 6.453 -0.578
H -0.796 7.775 0.974
H -0.829 2.335 -4.790
H -2.747 1.940 -1.569
C 2.084 -0.455 -0.333
O 2.063 -0.139 1.053
C 1.670 -1.253 1.856
C 2.875 -1.914 2.518
O 3.723 -2.532 1.551
C 4.875 -1.750 1.264
H 2.593 0.356 -0.860
H 2.620 -1.386 -0.531
H 1.059 -0.529 -0.712
H 1.101 -1.979 1.266
H 1.010 -0.866 2.639
H 2.519 -2.708 3.182
H 3.435 -1.195 3.126
H 5.578 -1.809 2.100
H 4.620 -0.705 1.070
H 5.354 -2.162 0.375
C 2.841 -7.285 3.361
O 1.950 -7.974 2.495
C 0.583 -7.728 2.816
C -0.039 -6.715 1.860
O 0.540 -5.421 2.029
C 1.492 -5.119 1.017
H 3.844 -7.339 2.933
H 2.570 -6.232 3.473
H 2.854 -7.770 4.342
H 0.478 -7.401 3.856
H 0.054 -8.681 2.709
H -1.104 -6.619 2.094
H 0.048 -7.050 0.821
H 0.975 -4.902 0.077
H 2.202 -5.937 0.867
H 2.048 -4.231 1.325
C 0.898 -0.251 -5.085
O 0.089 -0.002 -6.226
C 0.849 0.020 -7.435
C 0.697 -1.285 -8.210
O 1.290 -2.376 -7.509
C 0.325 -3.180 -6.844
H 0.239 -0.469 -4.241
H 1.562 -1.105 -5.234
H 1.488 0.641 -4.848
H 1.904 0.232 -7.231
H 0.454 0.838 -8.045
H 1.229 -1.192 -9.162
H -0.356 -1.489 -8.433
H -0.219 -3.785 -7.576
H -0.382 -2.577 -6.268
H 0.851 -3.848 -6.159
C 0.219 5.582 6.311
O 1.423 4.854 6.517
C 1.342 3.521 6.020
C 2.057 3.383 4.680
O 1.386 4.121 3.655
C 2.034 5.354 3.367
H 0.420 6.637 6.511
H -0.145 5.488 5.285
H -0.548 5.235 7.009
H 0.299 3.194 5.943
H 1.842 2.877 6.751
H 2.038 2.331 4.378
H 3.105 3.691 4.760
H 2.953 5.165 2.803
H 2.268 5.913 4.276
H 1.362 5.956 2.752
C -6.527 -7.626 -0.400
O -6.612 -6.570 0.548
C -5.956 -6.887 1.773
C -4.592 -6.211 1.864
O -3.685 -6.742 0.899
C -3.535 -5.888 -0.226
H -6.851 -7.241 -1.369
H -5.507 -8.003 -0.501
H -7.196 -8.442 -0.107
H -5.865 -7.971 1.900
H -6.590 -6.507 2.582
H -4.163 -6.417 2.850
H -4.684 -5.125 1.758
H -2.929 -5.019 0.049
H -4.500 -5.556 -0.617
H -3.016 -6.444 -1.009
```

Computed properties:
HOMO-LUMO gap in eV: 5.3
Total charge: +1
Calculated total energy in eV: -97444.6580
Strongest force on any atom in eV/Å: 7.1
Lowest unoccupied orbital energy in eV: -5.31
HOMO energy in eV: -10.581

Atomic partial charges in e from the Löwdin method, atoms 1 to 8: C -0.285; P 0.908; C -0.294; N -0.264; C -0.002; C 0.081; C -0.015; C -0.348

Here is 2 unconnected molecules or ions with the total composition CH2BrFO2S from the OMol25 dataset. Energies are from the ωB97M-V functional and the def2-TZVPD basis.

```
8
CH2BrFO2S, DFT the ωB97M-V functional and the def2-TZVPD basis
C -0.505 0.014 -0.593
O -1.768 3.157 0.674
O -1.176 1.544 2.490
F 0.195 0.805 -1.452
S -1.633 1.791 1.119
Br -3.653 0.953 0.938
H 0.162 -0.500 0.128
H -1.615 -0.177 -0.635
```

Computed properties:
HOMO-LUMO gap (spin up / spin down) in eV: 8.4 / 7.0
Calculated total energy in eV: -88756.1113
Strongest force on any atom in eV/Å: 2.6
Lowest unoccupied orbital energy (spin up / spin down) in eV: -1.54 / -2.76
HOMO energy (spin up / spin down) in eV: -9.957 / -9.725

Now the Löwdin charges, all in e: C 0.033; O -0.428; O -0.443; F -0.013; S 0.325; Br 0.388; H 0.099; H 0.040

Here is a molecular structure, C2H9NO from the OMol25 dataset. Energies are from the ωB97M-V functional and the def2-TZVPD basis.

```
13
C2H9NO, DFT the ωB97M-V functional and the def2-TZVPD basis
C 0.689 1.788 0.295
C 0.112 -2.140 -0.602
H -0.991 0.784 1.279
H -1.019 2.855 1.294
H 0.972 2.840 0.159
H 1.318 1.641 1.294
H 1.003 0.955 -0.627
H -1.655 -1.792 -1.092
H 0.892 -2.170 0.078
H 0.162 -3.314 -0.904
H 0.483 -1.675 -1.574
N -0.817 1.785 0.569
O -1.148 -1.559 -0.168
```

Computed properties:
HOMO-LUMO gap in eV: 10.0
Calculated total energy in eV: -5753.2155
Strongest force on any atom in eV/Å: 5.4
Lowest unoccupied orbital energy in eV: 0.81
HOMO energy in eV: -9.180

Atomic partial charges in e from the Löwdin method, atoms 1 to 8: C -0.298; C -0.214; H 0.128; H 0.164; H 0.025; H 0.070; H 0.123; H 0.160

- Among the records above, which one has the lowest calculated total energy?
  C27H31BGdI2N5S3